[1]
The following is a quantum chemistry calculation of a molecular structure, C49H36NOP2PtS2 at a distorted geometry, from the Open Molecules 2025 dataset.

XYZ file:
```
92
Properties=species:S:1:pos:R:3:forces:R:3:mulliken_charge:R:1
Pt 0.020535 0.034917 0.270454 2.5 0.6 -2.7 1.4528
O 2.829548 0.952895 -0.046698 0.4 0.1 -0.1 -0.5923
S 2.212697 0.103876 -1.089111 0.0 0.7 1.1 0.5093
C 2.430817 1.045348 -2.599752 -0.5 -0.4 0.1 0.4213
C 3.123054 0.538799 -3.675692 0.0 -0.1 0.1 0.1515
C 3.437881 1.314092 -4.804413 0.1 0.2 -0.2 -1.2655
C 3.010809 2.611732 -4.839456 0.0 -0.1 0.1 -0.2072
C 3.207518 3.698744 -5.861704 0.0 0.0 0.0 -0.7866
C 2.370367 4.892935 -5.338190 0.0 0.1 -0.1 -0.8786
C 1.774531 4.408941 -4.043496 -0.1 0.0 0.1 0.4240
C 0.908875 4.999366 -3.167050 0.1 0.1 -0.1 -1.3962
C 0.522669 4.280574 -2.025201 0.1 -0.1 0.1 0.0745
C 0.998349 3.019249 -1.709209 0.0 -0.4 0.0 0.7677
P 0.457007 2.372680 -0.088392 -1.2 0.4 1.4 0.6175
C 1.533979 3.174427 1.133130 0.2 -0.2 0.0 0.9244
C 1.313227 2.869297 2.473783 -0.1 -0.1 -0.1 -0.1271
C 2.093952 3.448047 3.458980 0.0 0.0 0.0 -0.6557
C 3.109173 4.327312 3.107866 0.0 0.0 0.0 -0.5459
C 3.341738 4.621570 1.772460 0.0 0.1 0.0 -0.7590
C 2.559166 4.045920 0.783062 -0.1 0.0 -0.1 -0.4007
C -1.153760 3.177230 0.230709 0.0 -0.1 -0.1 0.5071
C -1.241936 4.437344 0.821397 0.0 -0.1 0.0 -0.2548
C -2.481731 4.987750 1.104539 0.0 0.0 0.0 -0.7607
C -3.638558 4.278298 0.818410 0.0 0.0 0.1 -0.6205
C -3.559792 3.019883 0.240256 0.0 0.0 0.0 -0.7987
C -2.322415 2.473750 -0.056583 0.1 0.1 -0.1 -0.5063
C 1.874043 2.360520 -2.629866 -0.1 0.2 -0.1 -1.8633
C 2.212028 3.097048 -3.783057 0.0 -0.1 0.1 1.1326
C 3.334116 -1.264136 -1.322383 -0.9 -0.2 -0.1 0.8880
C 4.658056 -0.934959 -1.502600 -0.1 0.3 0.1 -0.0728
C 5.621837 -1.891590 -1.853777 0.0 -0.1 0.0 -1.3493
C 5.201420 -3.179288 -2.062758 -0.1 0.1 0.0 0.3193
C 5.951212 -4.406473 -2.508529 0.1 0.0 0.0 -0.7998
C 4.888934 -5.535598 -2.546297 0.0 0.0 0.0 -0.8054
C 3.612302 -4.876720 -2.097177 -0.2 0.0 0.1 0.0267
C 2.344715 -5.353827 -1.923957 0.2 -0.1 -0.1 -1.3653
C 1.365761 -4.488442 -1.401926 0.0 0.1 0.0 -0.2844
C 1.593135 -3.159614 -1.088468 -0.2 0.3 -0.3 0.9854
P 0.319324 -2.310467 -0.075883 -0.6 -0.7 1.9 0.5149
C 0.983354 -2.542361 1.623501 0.0 -0.3 0.0 0.9462
C 0.081802 -2.649031 2.686970 0.1 0.0 -0.1 -0.6493
C 0.546693 -2.822712 3.978464 0.0 0.1 0.0 -0.8179
C 1.911188 -2.853370 4.232611 0.0 0.0 0.0 -0.6647
C 2.807317 -2.688682 3.191070 0.1 0.0 0.0 -0.7176
C 2.350380 -2.548365 1.888330 -0.1 -0.1 -0.1 -0.4824
C -1.114522 -3.433837 -0.137025 0.1 0.1 -0.2 0.2167
C -2.125282 -3.157257 -1.053002 0.1 0.1 0.1 -0.2849
C -3.216229 -4.006411 -1.166617 0.0 0.0 -0.1 -0.8095
C -3.304318 -5.131022 -0.361872 0.0 0.0 0.0 -0.5498
C -2.292575 -5.419175 0.545710 0.0 0.0 0.0 -0.8714
C -1.196877 -4.580273 0.655554 0.0 0.0 -0.1 0.0996
C 2.870464 -2.604370 -1.400049 0.1 -0.2 -0.2 -1.6906
C 3.852927 -3.515726 -1.834962 0.0 0.1 0.0 1.0129
H 3.462545 -0.486292 -3.657015 0.0 0.0 0.0 0.6417
H 4.016445 0.882998 -5.610777 0.0 0.0 0.0 0.4879
H 2.876152 3.369019 -6.846773 0.0 0.0 0.0 0.3247
H 4.265216 3.952733 -5.941999 0.0 0.0 0.0 0.3089
H 1.588539 5.180967 -6.041978 0.0 0.0 0.0 0.3278
H 2.985687 5.778251 -5.173052 0.0 0.0 0.0 0.3152
H 0.510146 5.991856 -3.330967 0.0 0.0 0.0 0.4943
H -0.176844 4.749092 -1.348470 0.0 0.0 0.0 0.3810
H 0.523631 2.178718 2.740540 0.1 0.1 0.1 -0.3586
H 1.910769 3.206440 4.497585 0.0 0.0 0.0 0.4823
H 3.726339 4.778322 3.873815 0.0 0.0 0.0 0.3928
H 4.136961 5.301420 1.495359 0.0 0.0 0.0 0.4302
H 2.748699 4.274252 -0.257519 0.0 0.0 0.0 0.3688
H -0.338107 4.979440 1.072757 0.0 0.0 0.0 0.5220
H -2.541391 5.967645 1.559580 0.0 0.0 0.0 0.4410
H -4.603097 4.702131 1.065377 0.0 0.0 0.0 0.4067
H -4.463105 2.460285 0.037439 0.0 0.0 0.0 0.4348
H -2.256786 1.490265 -0.503832 -0.1 0.0 0.0 0.3070
H 4.944639 0.103424 -1.384354 0.0 0.0 0.0 0.6579
H 6.653651 -1.596102 -1.988316 0.0 0.0 0.0 0.4581
H 6.758853 -4.634095 -1.811445 0.0 0.0 0.0 0.3296
H 6.411033 -4.248666 -3.484885 0.0 0.0 0.0 0.3420
H 5.150491 -6.361015 -1.883474 0.0 0.0 0.0 0.3287
H 4.773683 -5.952937 -3.547384 0.0 0.0 0.0 0.3165
H 2.087786 -6.383204 -2.137172 0.0 0.0 0.0 0.4781
H 0.391016 -4.911535 -1.217554 0.0 0.0 0.0 0.5248
H -0.982920 -2.613152 2.499639 0.0 0.0 0.0 0.5885
H -0.162078 -2.917374 4.789079 0.0 0.0 0.0 0.4724
H 2.272171 -3.003918 5.241191 0.0 0.1 0.0 0.4015
H 3.871713 -2.678370 3.387311 0.0 0.0 0.0 0.4622
H 3.067509 -2.470214 1.082018 0.0 0.0 0.1 0.1851
H -2.055054 -2.271911 -1.674755 -0.1 0.0 0.0 0.4152
H -3.999810 -3.788426 -1.880047 0.0 0.0 0.0 0.4264
H -4.161022 -5.787479 -0.437824 0.0 0.0 0.0 0.4114
H -2.354151 -6.301514 1.169049 0.0 0.0 0.0 0.4294
H -0.403688 -4.816924 1.351516 0.0 0.0 0.0 0.5541
S -0.946549 0.594923 4.574844 0.1 0.0 0.2 -0.4129
C -1.048191 0.408200 3.003298 -0.4 0.0 -0.3 0.5566
N -1.242396 0.309689 1.833364 0.6 -0.4 -0.7 -0.9923
```
Positions in Å, forces in eV/Å.

Computed properties:
E_HOMO: -10.09 eV
DFT total energy: -3617.0674 Ha
Spin multiplicity: 1
Total charge: +1

[2]
The following is a quantum chemistry calculation of a molecular structure, CH2Br2N2O at a distorted geometry, from the Open Molecules 2025 dataset.

XYZ file:
```
8
Properties=species:S:1:pos:R:3:forces:R:3:nbo_charge:R:1
C -0.563246 0.847851 -0.642221 -4.6 -2.2 -0.7 -0.0163
N -1.440455 0.096073 -0.893655 1.4 0.4 0.5 0.1842
N 0.827831 -0.020362 0.640682 0.2 0.0 3.4 -0.7397
O -2.188365 -0.850590 -0.894898 -0.3 0.5 -0.3 -0.4002
Br 2.562724 0.007192 1.454693 0.0 0.0 0.1 0.1614
Br -0.382966 -1.268139 1.544298 1.2 0.5 -0.6 0.2187
H 1.071501 -0.325567 -0.259385 0.2 -1.6 -1.3 0.3635
H 0.112976 1.513541 -0.949515 1.9 2.5 -1.0 0.2283
```
Positions in Å, forces in eV/Å.

Computed properties:
E_HOMO: -9.19 eV
DFT total energy: -5371.8670 Ha
Spin multiplicity: 1
Total charge: 0

[3]
The following is a quantum chemistry calculation of a molecular structure, C3H4Cl2S at a distorted geometry, from the Open Molecules 2025 dataset.

XYZ file:
```
10
Properties=species:S:1:pos:R:3:forces:R:3:nbo_charge:R:1
C 0.612529 0.379799 0.100075 0.2 0.4 -0.1 -0.5185
C 0.302031 -0.554610 -1.073611 0.0 -0.1 -0.4 -0.4813
C -0.398885 -0.275387 0.988513 -0.7 0.8 -0.6 -0.0276
S -0.790796 -1.594505 -0.030429 0.1 0.4 0.4 0.4609
Cl -2.089950 1.687530 0.334370 0.5 -0.9 0.2 -0.6480
Cl -0.539384 -0.168883 2.643596 -0.1 -0.1 0.1 0.1921
H 1.634399 0.293862 0.475014 0.0 -0.2 0.1 0.2400
H 0.397887 1.430060 -0.094941 0.0 -0.2 0.1 0.3001
H -0.277185 -0.094081 -1.867895 0.0 0.1 0.0 0.2509
H 1.149353 -1.103784 -1.474692 -0.1 -0.1 0.0 0.2315
```
Positions in Å, forces in eV/Å.

Computed properties:
E_HOMO (spin up / spin down): -8.88 / -8.88 eV
DFT total energy: -1435.2097 Ha
Spin multiplicity: 1
Total charge: 0

Calculated energy relative to the best compared isomer or geometry (same formula, charge and spin) (kcal/mol), listed in the same order as above: 27.87 111.47 30.74